Record 1
# C26H48IN3O10P2S

A molecular structure, C26H48IN3O10P2S in a non-equilibrium geometry (the ωB97M-V functional and the def2-TZVPD basis, OMol25).

Values from the calculation:
- HOMO-LUMO gap: 7.12 eV
- HOMO level: -8.32 eV
- Total charge: 0
- LUMO energy: -1.2 eV
- Maximum force: 0.1676 Eh/bohr
- Total energy: -90195.3971 eV

XYZ file:
```
91
Properties=species:S:1:pos:R:3:lowdin_charge:R:1
C -2.267 -9.099 0.424 -0.1168
C -0.922 -8.236 0.592 -0.2263
C -1.087 -6.796 -0.046 -0.1629
C 0.113 -6.333 -0.971 -0.1822
O 1.374 -6.966 -0.690 -0.1300
C 1.964 -6.508 0.473 -0.2646
C 1.832 -5.124 1.056 0.0553
C 2.477 -4.782 2.313 -0.1341
C 2.225 -3.310 2.847 -0.0276
C 0.807 -3.289 3.589 -0.3619
O 0.380 -2.273 4.152 0.0700
N 0.029 -4.530 3.535 -0.2099
C 0.110 -5.310 4.796 -0.0638
C -1.359 -4.329 3.067 -0.0896
C 3.309 -5.722 3.122 -0.3187
N 3.921 -5.463 4.344 -0.2143
S 4.628 -6.966 4.639 0.9556
N 4.220 -7.929 3.349 -0.2604
C 3.445 -7.114 2.519 -0.3601
C 2.784 -7.483 1.215 -0.5174
I 3.082 -9.499 0.505 0.8418
H -2.987 -8.930 1.276 0.0726
H -2.757 -8.843 -0.559 0.0670
H -2.012 -10.193 0.377 0.0682
H -0.794 -8.087 1.704 0.1056
H -0.097 -8.839 0.137 0.0721
H -1.338 -5.990 0.709 0.0849
H -2.001 -6.847 -0.717 0.1065
H -0.157 -6.640 -2.027 0.1367
H 0.139 -5.210 -0.981 0.1119
H 1.227 -4.343 0.525 0.1187
H 2.293 -2.541 2.037 0.1235
H 3.007 -3.100 3.624 0.1165
H 0.790 -6.198 4.584 0.0833
H 0.630 -4.747 5.629 0.1027
H -0.876 -5.739 5.109 0.0919
H -1.769 -5.337 2.752 0.0830
H -1.303 -3.723 2.113 0.0817
H -2.046 -3.883 3.837 0.0963
O -2.494 2.216 -1.741 -0.2449
P -2.136 0.895 -1.096 0.6685
O -0.521 0.862 -1.481 -0.2092
C 0.304 2.003 -1.272 -0.2901
C 1.030 1.926 0.057 -0.0749
O -2.706 -0.090 -2.287 -0.2212
C -3.741 0.362 -3.158 -0.2973
C -3.156 0.939 -4.434 -0.0771
O -1.920 -0.526 -0.215 -0.1942
C -1.297 -0.508 1.060 -0.2922
C -1.929 0.478 2.021 -0.0735
H -0.264 2.933 -1.330 0.0910
H 1.038 2.018 -2.080 0.1192
H 0.325 1.984 0.890 0.0632
H 1.736 2.754 0.158 0.0814
H 1.582 0.988 0.148 0.0757
H -4.386 1.082 -2.652 0.1019
H -4.365 -0.501 -3.403 0.1148
H -2.336 1.632 -4.234 0.0693
H -3.922 1.463 -5.009 0.0765
H -2.743 0.142 -5.056 0.0748
H -0.226 -0.332 0.945 0.0975
H -1.397 -1.513 1.477 0.1001
H -1.946 1.491 1.604 0.0663
H -1.380 0.498 2.964 0.0874
H -2.965 0.198 2.228 0.0861
O 2.272 9.006 -2.277 -0.2405
P 1.285 7.944 -1.843 0.6646
O 0.011 8.934 -1.453 -0.2102
C -0.407 9.974 -2.330 -0.2927
C -1.551 9.524 -3.219 -0.0825
O 1.890 7.692 -0.330 -0.2225
C 3.258 7.977 -0.048 -0.2994
C 3.407 9.371 0.534 -0.0774
O 0.304 6.611 -1.522 -0.1963
C -0.698 6.202 -2.440 -0.2896
C -0.175 5.995 -3.847 -0.0797
H 0.416 10.344 -2.944 0.1036
H -0.745 10.802 -1.703 0.1186
H -1.223 8.745 -3.911 0.0604
H -1.929 10.361 -3.812 0.0792
H -2.374 9.123 -2.625 0.0777
H 3.872 7.848 -0.940 0.1015
H 3.604 7.241 0.682 0.1138
H 2.851 10.117 -0.037 0.0719
H 4.458 9.668 0.564 0.0763
H 3.011 9.402 1.551 0.0744
H -1.529 6.908 -2.419 0.0988
H -1.097 5.253 -2.072 0.1132
H 0.326 6.892 -4.227 0.0646
H -0.991 5.739 -4.525 0.0866
H 0.558 5.184 -3.866 0.0812
```

***

Record 2
# C26H48IrO2P2

A molecular structure, C26H48IrO2P2 in a non-equilibrium geometry (the ωB97M-V functional and the def2-TZVPD basis, OMol25).

Values from the calculation:
- Spin multiplicity: 5
- HOMO-LUMO gap (alpha / beta): 7.30 / 4.28 eV
- HOMO level (alpha / beta): -9.34 / -10.56 eV
- Total charge: +1
- LUMO energy (alpha / beta): -2.0 / -6.3 eV
- ⟨S²⟩: 6.02
- Maximum force: 0.0716 Eh/bohr
- Total energy: -53240.1756 eV

XYZ file:
```
79
Properties=species:S:1:pos:R:3:mulliken_spin:R:1
Ir 0.916 1.129 -2.091 0.9808
C 2.422 -1.172 -0.019 0.1532
C 2.848 -0.172 -0.864 0.1444
C 1.539 0.768 0.847 0.1509
C 1.706 -0.584 1.083 0.2513
C 2.163 1.124 -0.493 0.5995
C 2.762 -2.610 -0.177 0.0014
H 2.796 -2.855 -1.247 0.0027
H 2.024 -3.252 0.322 0.0008
H 3.755 -2.836 0.235 0.0119
C 1.383 -1.275 2.360 0.0066
H 1.428 -2.365 2.233 -0.0005
H 0.393 -0.977 2.740 0.0039
H 2.133 -1.009 3.118 0.0099
C 1.156 1.761 1.869 -0.0213
H 1.963 1.814 2.619 0.0303
H 0.245 1.458 2.409 0.0172
H 1.019 2.774 1.458 -0.0039
C 2.990 2.365 -0.598 -0.0968
H 4.037 2.097 -0.390 0.0056
H 2.672 3.122 0.123 -0.0013
H 2.906 2.738 -1.627 0.0345
C 3.977 -0.242 -1.808 0.0409
H 4.909 -0.429 -1.242 0.0097
H 4.082 0.707 -2.345 0.0006
H 3.841 -1.066 -2.527 0.0139
C -0.547 -0.139 -2.832 0.1555
C 0.771 -0.733 -2.916 0.0446
C 1.559 -0.823 -4.188 0.0447
C 2.192 0.508 -4.662 0.0022
C 1.808 1.705 -3.820 0.0336
C 0.442 2.201 -3.719 0.1427
C -0.654 1.656 -4.614 0.0635
C -1.198 0.312 -4.123 0.0390
H 0.924 -1.223 -4.991 -0.0074
H 1.936 0.690 -5.717 -0.0095
H 2.358 -1.569 -4.044 0.0079
H -1.057 -0.469 -4.884 -0.0019
H -1.209 -0.617 -2.095 0.0096
H 0.877 -1.583 -2.233 0.0018
H -2.287 0.352 -3.990 0.0071
H -1.466 2.393 -4.609 0.0037
H 0.361 3.264 -3.481 -0.0044
H -0.285 1.563 -5.654 0.0063
H 3.287 0.419 -4.587 0.0019
H 2.570 2.499 -3.756 0.0073
P -1.556 -2.114 0.256 0.1293
C -1.596 -3.179 1.730 0.0063
H -2.445 -3.862 1.663 0.0026
H -1.691 -2.536 2.609 -0.0024
H -0.654 -3.733 1.798 0.0000
C -3.316 -1.705 -0.013 0.0068
H -3.915 -2.624 0.002 0.0060
H -3.435 -1.206 -0.985 -0.0020
H -3.655 -1.037 0.790 0.0004
C -1.342 -3.404 -1.038 0.0275
H -1.432 -2.959 -2.037 -0.0031
H -2.094 -4.193 -0.911 0.0069
H -0.339 -3.840 -0.932 -0.0023
P -1.404 1.895 -0.405 0.0480
C -0.619 3.553 -0.702 0.0068
H -1.301 4.126 -1.330 -0.0025
H 0.345 3.397 -1.222 0.0037
H -0.466 4.049 0.262 -0.0066
C -2.802 2.062 -1.572 0.0234
H -2.482 1.932 -2.614 -0.0008
H -3.210 3.067 -1.423 -0.0008
H -3.554 1.307 -1.302 -0.0034
C -2.287 2.358 1.123 0.0207
H -2.817 3.303 0.943 -0.0027
H -1.559 2.498 1.933 -0.0003
H -2.996 1.572 1.419 0.0057
C -2.654 0.145 5.042 0.0449
C -2.684 -0.029 3.549 -0.0490
O -3.808 -0.148 2.979 0.0778
O -1.535 -0.044 2.961 0.7500
H -3.659 0.062 5.458 0.0146
H -2.255 1.133 5.299 -0.0008
H -2.002 -0.606 5.505 0.0007
```

***

Record 3
# C26H48IrOP2

A molecular structure, C26H48IrOP2 in a non-equilibrium geometry (the ωB97M-V functional and the def2-TZVPD basis, OMol25).

Values from the calculation:
- Spin multiplicity: 5
- HOMO-LUMO gap (alpha / beta): 5.93 / 5.64 eV
- HOMO level (alpha / beta): -7.93 / -10.34 eV
- Total charge: +1
- LUMO energy (alpha / beta): -2.0 / -4.7 eV
- ⟨S²⟩: 6.02
- Maximum force: 0.0626 Eh/bohr
- Total energy: -51191.6935 eV

XYZ file:
```
78
Properties=species:S:1:pos:R:3:mulliken_spin:R:1
Ir 0.050 -0.417 0.858 1.7759
C -0.875 -1.814 2.294 0.1438
C 0.463 -2.202 1.796 0.3816
C 0.705 -0.892 3.725 0.1688
C -0.673 -1.049 3.509 0.1546
C 1.419 -1.524 2.675 0.3639
C -2.155 -2.482 1.936 -0.0130
H -2.089 -2.990 0.971 0.0006
H -2.973 -1.750 1.891 0.0024
H -2.417 -3.235 2.695 0.0005
C -1.752 -0.549 4.387 -0.0423
H -2.734 -0.880 4.041 -0.0024
H -1.761 0.552 4.435 0.0308
H -1.610 -0.916 5.416 0.0229
C 1.308 -0.194 4.883 0.0054
H 1.217 -0.796 5.797 0.0120
H 0.816 0.767 5.069 0.0093
H 2.377 0.001 4.716 -0.0022
C 2.895 -1.629 2.578 0.0244
H 3.301 -2.275 3.377 0.0033
H 3.366 -0.638 2.689 0.0004
H 3.207 -2.051 1.615 0.0077
C 0.765 -3.508 1.126 -0.0038
H 0.940 -4.275 1.897 0.0112
H 1.674 -3.436 0.523 -0.0021
H -0.058 -3.855 0.508 0.0014
C -1.466 1.017 -3.648 -0.0080
C -1.693 -0.308 -3.790 0.0129
C -1.084 -1.155 -4.875 0.0087
C 0.406 -0.862 -5.192 -0.0022
C 1.229 -0.459 -4.008 -0.0134
C 1.527 0.833 -3.721 0.0542
C 0.832 2.020 -4.331 -0.0040
C -0.688 1.845 -4.629 -0.0004
H -1.659 -1.055 -5.817 0.0003
H 0.470 -0.124 -6.011 -0.0004
H -1.176 -2.217 -4.590 0.0001
H -0.820 1.485 -5.664 0.0010
H -1.993 1.595 -2.887 0.0022
H -2.550 -0.778 -3.298 0.0011
H -1.124 2.860 -4.610 -0.0012
H 0.951 2.879 -3.649 0.0004
H 2.421 1.107 -3.153 -0.0124
H 1.326 2.321 -5.274 -0.0017
H 0.836 -1.793 -5.599 0.0004
H 1.726 -1.292 -3.505 0.0003
P -1.386 -0.185 -0.784 0.1382
C -2.977 0.563 -0.565 0.0776
C -1.298 -1.878 -1.415 0.1199
P 1.615 0.531 -0.420 0.2100
C 0.010 0.941 -1.290 0.0281
C 2.686 -0.718 -1.129 0.0361
C 2.577 1.929 0.088 0.0204
H -2.964 1.286 0.264 -0.0006
H -3.710 -0.223 -0.333 -0.0060
H -3.290 1.076 -1.484 0.0057
H -0.796 -1.911 -2.383 0.0297
H -2.321 -2.253 -1.518 0.0006
H -0.749 -2.535 -0.730 -0.0377
H 2.760 2.577 -0.781 0.0035
H 3.530 1.544 0.477 -0.0041
H 2.058 2.477 0.885 0.0145
H -0.247 2.006 -1.222 0.0314
H 0.193 0.680 -2.330 0.0510
H 3.580 -0.771 -0.490 -0.0010
H 2.993 -0.450 -2.143 0.0039
H 2.204 -1.705 -1.142 0.0070
C -1.744 2.845 2.125 0.0174
C -0.269 2.664 2.422 -0.0277
C 0.058 2.961 3.882 0.0128
O 0.269 1.413 2.110 0.1666
H -2.337 2.057 2.603 -0.0002
H -1.917 2.845 1.050 0.0016
H -2.068 3.813 2.521 -0.0004
H 0.269 3.431 1.828 0.0080
H -0.539 2.310 4.538 -0.0015
H 1.119 2.789 4.083 0.0000
H -0.185 4.003 4.127 0.0024
```